No. 1
{
  "formula": "C4H9N",
  "method": "ωB97M-V with the def2-TZVPD basis set",
  "symbols": ["C", "C", "C", "C", "N", "H", "H", "H", "H", "H", "H", "H", "H", "H"],
  "coordinates": [[1.7476, 0.1027, 0.9136], [0.9072, 0.1320, -0.3538], [-0.4991, -0.0977, -0.2776], [-1.5372, 0.6781, -1.0678], [-1.1658, -1.2402, 0.4843], [2.6790, -0.4788, 0.8192], [2.0288, 1.0595, 1.3812], [1.1839, -0.4469, 1.6872], [1.4906, -0.0616, -1.2646], [-2.0496, 0.0513, -1.8283], [-1.0819, 1.5185, -1.5846], [-2.3024, 1.0802, -0.4027], [-0.8821, -0.2689, 1.0338], [-0.5191, -2.0282, 0.4601]],
  "atomic_forces_ev_per_a": [[-0.319, -1.224, 0.275], [0.102, -0.277, 0.248], [0.251, 1.222, -1.183], [0.433, -0.759, -0.456], [-0.436, 1.154, 0.138], [0.025, 0.147, -0.130], [-0.092, 0.254, -0.260], [0.186, 0.189, 0.097], [-0.242, 0.480, -0.249], [-0.021, 0.086, 0.207], [0.173, 0.144, -0.022], [-0.272, -0.027, 0.022], [-0.220, -1.752, 0.785], [0.433, 0.362, 0.527]],
  "homo_energy_ev": [0.0, -1.3],
  "charge": -1,
  "gap_ha": [0.180, 0.221],
  "lumo_ha": [0.1787, 0.1747],
  "multiplicity": 2,
  "de_lowest_kj_mol": 273.5
}

No. 2
{
  "formula": "C5H10O2",
  "method": "ωB97M-V with the def2-TZVPD basis set",
  "symbols": ["C", "C", "C", "O", "C", "C", "O", "H", "H", "H", "H", "H", "H", "H", "H", "H", "H"],
  "coordinates": [[1.1657, 0.7056, 1.2228], [-0.1470, 0.6527, 1.0398], [-0.7841, 0.9393, -0.3012], [-0.1025, 2.0357, -0.8779], [-0.6752, -0.3420, -1.1648], [-0.7144, -1.5404, -0.2430], [0.0924, -2.4391, -0.2416], [1.6202, 0.4565, 2.1759], [1.8319, 1.0012, 0.4170], [-0.8038, 0.3587, 1.8550], [-1.8454, 1.1852, -0.1451], [-0.4964, 2.2282, -1.7372], [-1.4891, -0.4338, -1.8995], [0.2783, -0.3390, -1.7044], [-1.5628, -1.5612, 0.4728], [2.0903, -1.1832, 0.8364], [1.7777, -1.7488, 0.4703]],
  "atomic_forces_ev_per_a": [[-0.242, 0.359, 0.099], [0.200, 0.294, 0.188], [-0.190, -0.220, 0.241], [-0.100, 0.061, -0.329], [0.100, -0.060, -0.033], [0.011, -0.419, -0.198], [-0.659, 0.163, -0.240], [-0.104, 0.100, -0.072], [-0.096, 0.025, 0.132], [0.059, 0.046, -0.102], [0.163, 0.000, -0.021], [0.061, -0.015, 0.071], [0.104, 0.103, 0.147], [-0.103, -0.022, 0.151], [0.041, -0.018, -0.075], [0.326, -0.345, -0.045], [0.428, -0.052, 0.087]],
  "homo_energy_ev": -9.8,
  "charge": 0,
  "gap_ha": 0.386,
  "lumo_ha": 0.0267,
  "multiplicity": 1,
  "de_lowest_kj_mol": 345.4
}

No. 3
{
  "formula": "C3H3O3Tl",
  "method": "ωB97M-V with the def2-TZVPD basis set",
  "symbols": ["C", "C", "O", "Tl", "H", "H", "H", "O", "C", "O"],
  "coordinates": [[-2.5297, -1.1149, -0.0501], [-2.1841, 0.1602, -0.2432], [-0.9745, 0.5920, -0.6654], [0.6377, 1.6399, -0.0129], [-1.8008, -1.9242, -0.0966], [-3.5710, -1.3484, 0.1726], [-2.8666, 0.9840, -0.0059], [0.4215, 1.6577, -2.1434], [-0.6247, 1.0572, -2.3661], [-1.4354, 0.8970, -3.2148]],
  "atomic_forces_ev_per_a": [[-0.004, -1.538, 0.162], [0.887, 2.601, -0.138], [-4.853, -3.469, -0.168], [3.679, 2.079, 3.844], [-0.216, 0.153, -0.155], [0.316, 0.026, 0.013], [-0.014, -0.351, -0.285], [-0.524, -0.931, -1.573], [-0.207, 2.385, -4.545], [0.936, -0.955, 2.845]],
  "homo_energy_ev": [-14.9, -14.5],
  "charge": 1,
  "gap_ha": [0.385, 0.208],
  "lumo_ha": [-0.1625, -0.3258],
  "multiplicity": 2,
  "de_lowest_kj_mol": 288.3
}

No. 4
{
  "formula": "C32H46Cl2N6O6S",
  "method": "ωB97M-V with the def2-TZVPD basis set",
  "symbols": ["C", "C", "Cl", "C", "Cl", "C", "C", "C", "S", "O", "O", "C", "C", "C", "C", "C", "C", "C", "C", "C", "C", "C", "N", "C", "C", "N", "C", "H", "H", "H", "H", "H", "H", "H", "H", "H", "H", "H", "H", "H", "H", "H", "H", "H", "H", "C", "N", "C", "C", "O", "H", "H", "H", "H", "H", "H", "H", "C", "N", "C", "C", "O", "H", "H", "H", "H", "H", "H", "H", "C", "N", "C", "C", "O", "H", "H", "H", "H", "H", "H", "H", "C", "N", "C", "C", "O", "H", "H", "H", "H", "H", "H", "H"],
  "coordinates": [[4.1260, 1.5286, 1.7875], [4.1135, 0.8405, 0.4660], [5.3538, -0.3627, 0.2579], [3.2660, 1.0845, -0.5239], [3.3906, 0.2893, -2.0572], [2.1558, 2.0602, -0.3603], [2.1108, 3.2369, -1.0808], [3.1721, 3.6254, -2.0704], [4.6190, 4.3229, -1.2832], [4.3212, 4.7014, 0.0671], [5.7331, 3.4485, -1.5208], [1.0315, 4.1267, -0.8853], [0.0174, 3.8371, -0.0097], [-1.1546, 4.7794, 0.1390], [-2.2669, 4.3280, -0.8062], [-2.1907, 4.7098, -2.1482], [-3.1627, 4.2841, -3.0418], [-4.2076, 3.4834, -2.5905], [-4.2937, 3.0995, -1.2581], [-5.3984, 2.2051, -0.7584], [-3.3115, 3.5305, -0.3601], [0.0393, 2.6252, 0.7351], [-0.9905, 2.3568, 1.5867], [-0.9054, 1.2078, 2.1916], [0.1610, 0.3038, 2.0192], [1.1576, 0.5460, 1.2164], [1.1104, 1.7320, 0.5518], [5.1158, 1.4163, 2.2173], [3.4231, 1.0780, 2.4820], [3.8988, 2.5812, 1.6527], [3.4700, 2.7708, -2.6598], [2.7585, 4.3567, -2.7645], [4.8418, 5.4430, -2.0202], [0.9844, 5.0560, -1.4309], [-0.8442, 5.7701, -0.1807], [-1.5175, 4.7945, 1.1586], [-1.3675, 5.3235, -2.4811], [-3.0659, 4.5761, -4.0758], [-4.9451, 3.1430, -3.3038], [-5.8964, 2.6441, 0.0995], [-6.0905, 1.9362, -1.5418], [-4.9368, 1.2776, -0.4167], [-3.3697, 3.2391, 0.6762], [-1.7075, 0.9310, 2.8622], [0.1640, -0.6472, 2.5463], [2.1776, -0.4312, -5.8142], [1.7005, 0.9217, -6.0231], [1.0836, 1.2704, -7.2917], [1.8084, 1.8726, -5.0782], [1.4242, 3.0220, -5.2053], [2.9417, -0.6786, -6.5539], [1.3519, -1.1394, -5.9081], [2.6079, -0.5257, -4.8201], [1.6422, 2.0751, -7.7705], [0.0627, 1.6168, -7.1283], [1.0722, 0.3993, -7.9416], [2.2885, 1.5208, -4.1518], [3.8595, -2.0714, 4.4232], [2.5374, -2.6402, 4.2563], [2.1672, -3.8079, 5.0508], [1.6532, -2.1248, 3.3949], [0.5246, -2.5536, 3.1991], [4.6205, -2.8150, 4.1795], [3.9998, -1.7489, 5.4566], [3.9844, -1.2135, 3.7646], [1.9112, -4.6330, 4.3855], [1.2939, -3.5720, 5.6591], [2.9880, -4.1027, 5.6949], [2.0494, -1.2520, 2.8499], [-8.2194, -1.2614, -4.3836], [-8.5948, -0.7126, -3.0962], [-9.5780, -1.4101, -2.2844], [-8.0622, 0.4287, -2.6197], [-8.3427, 0.9279, -1.5485], [-9.0943, -1.3293, -5.0334], [-7.7946, -2.2594, -4.2579], [-7.4783, -0.6223, -4.8587], [-10.4337, -0.7617, -2.0946], [-9.1417, -1.6859, -1.3242], [-9.9088, -2.3057, -2.8040], [-7.3270, 0.8820, -3.3086], [4.2071, -9.0851, 6.8029], [3.6524, -7.8059, 6.4051], [3.1084, -7.6531, 5.0649], [3.6219, -6.7504, 7.2343], [3.1653, -5.6581, 6.9434], [5.0390, -9.3528, 6.1489], [3.4427, -9.8616, 6.7385], [4.5685, -9.0323, 7.8273], [3.6438, -6.8668, 4.5317], [2.0562, -7.3723, 5.1187], [3.2069, -8.5900, 4.5233], [4.0552, -6.9623, 8.2255]],
  "atomic_forces_ev_per_a": [[0.213, -0.064, -0.050], [0.397, -0.442, -0.264], [-0.063, 0.023, 0.090], [-0.122, 0.494, 0.260], [-0.071, -0.231, -0.012], [0.232, -0.113, -0.411], [-0.298, -0.050, 0.306], [-0.699, 0.023, 0.025], [0.640, -0.631, 0.086], [-0.314, 0.332, 0.000], [0.047, 0.039, -0.209], [-0.216, -0.494, 0.493], [-0.110, 0.422, 0.198], [-0.198, -0.469, -0.705], [0.239, 0.265, 0.242], [-0.414, -0.362, 0.220], [0.332, 0.050, 0.423], [0.169, 0.036, -0.147], [-0.032, 0.049, 0.171], [0.822, -0.148, -0.091], [-0.075, 0.239, -0.732], [0.063, 0.433, -0.347], [0.381, -0.221, -0.131], [-0.473, 0.082, 0.284], [0.153, -0.342, -0.067], [0.031, 0.150, -0.003], [0.088, 0.083, -0.192], [0.118, 0.203, 0.060], [-0.245, -0.063, 0.018], [-0.068, 0.156, 0.121], [0.471, -0.090, -0.074], [0.117, 0.177, -0.001], [-0.163, 0.029, 0.089], [0.113, 0.113, -0.148], [0.071, 0.192, 0.213], [0.024, 0.082, 0.169], [0.085, 0.090, -0.087], [-0.196, -0.038, -0.171], [-0.167, -0.047, 0.023], [-0.309, 0.049, -0.039], [-0.355, 0.174, 0.015], [-0.081, -0.135, 0.115], [0.055, -0.041, 0.172], [-0.117, 0.043, 0.116], [-0.273, 0.185, -0.125], [-0.101, 0.125, -0.162], [0.026, -0.117, -0.016], [0.012, 0.115, 0.131], [0.036, 0.117, 0.153], [0.007, 0.058, -0.038], [0.017, -0.071, 0.038], [0.049, -0.063, 0.030], [-0.008, 0.031, 0.029], [-0.042, 0.002, -0.046], [-0.006, 0.013, -0.060], [0.021, -0.034, 0.025], [-0.038, -0.099, -0.080], [-0.116, -0.139, 0.068], [0.014, -0.093, 0.074], [-0.005, 0.378, -0.277], [0.171, -0.085, -0.083], [0.094, -0.042, 0.162], [0.064, 0.055, 0.011], [0.076, 0.020, -0.013], [-0.020, -0.007, -0.028], [-0.028, -0.048, 0.066], [-0.002, -0.101, 0.032], [-0.113, 0.187, -0.190], [0.043, 0.002, -0.014], [-0.146, -0.051, 0.187], [0.020, -0.080, -0.148], [0.074, 0.148, 0.054], [0.031, 0.087, 0.017], [-0.080, -0.072, -0.018], [0.050, -0.023, -0.069], [0.023, -0.003, -0.085], [0.009, 0.027, 0.021], [-0.025, -0.043, 0.037], [-0.055, -0.022, 0.019], [0.023, -0.001, -0.039], [-0.002, -0.027, -0.015], [-0.100, 0.095, -0.185], [0.050, -0.162, -0.011], [-0.005, 0.135, 0.123], [-0.010, 0.123, 0.132], [0.138, -0.431, 0.263], [0.019, -0.066, 0.046], [0.050, -0.057, 0.035], [-0.006, 0.033, 0.014], [-0.034, -0.010, -0.050], [-0.002, 0.004, -0.060], [0.021, -0.030, 0.028], [0.004, -0.011, -0.006]],
  "homo_energy_ev": -8.4,
  "charge": 0,
  "gap_ha": 0.299,
  "lumo_ha": -0.0102,
  "multiplicity": 1
}

No. 5
{
  "formula": "C5H17NO2",
  "method": "ωB97M-V with the def2-TZVPD basis set",
  "symbols": ["C", "C", "C", "C", "C", "N", "H", "H", "H", "H", "H", "H", "H", "H", "H", "H", "H", "H", "H", "O", "H", "H", "O", "H", "H"],
  "coordinates": [[0.1557, 2.2345, -0.5956], [1.1395, 1.4156, 0.2532], [1.3616, -0.0473, -0.3858], [0.3369, -1.0525, -0.0232], [0.2010, -2.0488, -1.1468], [0.6054, -1.7052, 1.3342], [-0.9439, 2.0154, -0.2793], [0.2571, 1.9624, -1.6139], [0.2319, 3.3042, -0.4743], [2.2472, 1.7722, 0.2089], [0.7168, 1.5024, 1.3681], [1.4854, 0.0491, -1.4543], [2.4188, -0.3058, -0.0395], [-0.7509, -0.4676, 0.0936], [-0.2592, -1.5571, -1.9841], [-0.5674, -2.8754, -0.7369], [1.1600, -2.4698, -1.4848], [0.6632, -2.7055, 1.2038], [1.4554, -1.3602, 1.7861], [-0.8503, 0.7658, 2.3305], [-0.6343, -0.1779, 2.0879], [-0.2431, 0.7434, 3.1077], [-2.3784, 0.3297, -1.9589], [-2.9634, 0.8490, -1.3282], [-1.8505, -0.1155, -1.3826]],
  "atomic_forces_ev_per_a": [[-1.678, -0.598, 1.631], [1.244, 0.051, 0.752], [1.687, 2.234, 2.194], [-1.975, 0.372, 1.385], [-1.879, -2.179, 1.581], [-0.422, 0.877, -1.139], [1.878, 0.109, -0.520], [-0.028, -0.002, -1.183], [0.347, 0.347, 0.032], [-2.076, 0.296, 0.179], [1.516, -0.780, -2.638], [-0.329, 0.261, -0.426], [-1.399, -0.406, -0.271], [2.668, -1.435, -0.304], [-0.259, 0.088, -0.495], [1.819, 1.391, -1.331], [-0.324, -0.080, 0.375], [0.092, -0.027, 0.187], [-0.256, -0.202, -0.523], [0.969, -1.840, 1.320], [-0.652, 0.750, -0.333], [-0.821, 0.785, -0.370], [-3.638, 2.975, -1.158], [0.959, -0.837, -1.385], [2.560, -2.150, 2.439]],
  "homo_energy_ev": -9.9,
  "charge": 0,
  "gap_ha": 0.394,
  "lumo_ha": 0.0311,
  "multiplicity": 1,
  "de_lowest_kj_mol": 192.7
}

No. 6
{
  "formula": "C4H8OS2",
  "method": "ωB97M-V with the def2-TZVPD basis set",
  "symbols": ["C", "C", "C", "C", "O", "S", "S", "H", "H", "H", "H", "H", "H", "H", "H"],
  "coordinates": [[0.6146, 0.6877, 0.1778], [-0.5913, 0.4945, 1.1180], [1.2222, -0.5912, -0.1983], [2.4580, -0.7114, -0.6923], [-1.9138, 1.3929, -1.0822], [-2.7483, -1.1997, 0.0890], [-2.2751, 0.8828, 0.2561], [0.0400, 1.0621, -0.8728], [1.4796, 1.3960, 0.5245], [-0.5603, -0.4618, 1.4788], [-0.6012, 1.1036, 2.0156], [0.6121, -1.4811, -0.0680], [2.8893, -1.6076, -1.1050], [3.0844, 0.1139, -0.8461], [-3.7101, -1.0806, -0.7948]],
  "atomic_forces_ev_per_a": [[-1.197, 2.131, -1.806], [0.326, 2.529, -0.615], [1.332, -1.201, -0.409], [-1.114, -0.766, -0.029], [-0.236, 0.024, 0.204], [0.889, -0.188, 0.634], [1.025, -0.455, -0.152], [1.823, -0.320, 2.555], [-2.140, -0.831, -0.619], [-0.457, -2.683, 0.728], [0.049, 0.541, -0.103], [-0.028, -0.035, -0.210], [-0.268, -0.513, 0.283], [0.684, 1.400, 0.015], [-0.687, 0.366, -0.475]],
  "homo_energy_ev": -9.3,
  "charge": 0,
  "gap_ha": 0.352,
  "lumo_ha": 0.0106,
  "multiplicity": 1,
  "de_lowest_kj_mol": 234.7
}

Number 3 is which compound? C3H3O3Tl